Below is C23H29ClN2PPmS as an isolated structure in a non-equilibrium geometry, with properties calculated with ωB97M-V/def2-TZVPD.

XYZ file:
```
58
Properties=species:S:1:pos:R:3:forces:R:3
H 0.245 1.704 1.462 -0.114 -0.349 0.360
C -6.391 1.895 -0.407 -0.829 -0.345 0.047
C 3.144 -2.223 4.092 -0.429 -0.141 -0.067
H 3.455 -2.562 5.089 -0.097 0.177 -0.539
C 3.873 -1.266 3.396 0.022 0.047 -0.075
H 6.357 0.168 -1.466 -0.234 -0.036 0.027
H -5.610 4.402 0.358 -0.008 -0.036 0.256
H 1.307 -5.332 -3.564 0.023 0.018 0.084
C -5.188 3.965 1.266 -0.515 0.329 0.429
C 1.256 -3.192 -3.404 0.191 -0.125 0.539
C 2.704 1.505 -1.257 0.463 -0.385 0.090
C -2.801 3.626 1.617 0.369 0.259 -0.076
H 0.673 -2.770 1.792 0.139 -0.020 0.185
H -4.848 4.781 1.916 -0.313 -0.291 -0.363
C -4.774 0.192 -1.082 0.100 0.277 -0.355
H 1.683 1.885 -1.180 0.256 -0.009 -0.051
H 1.304 -1.070 -2.947 -0.009 -0.483 0.192
N -4.021 3.151 0.957 1.154 -0.253 -1.002
C 1.978 -2.741 3.516 0.033 0.205 -0.344
C 1.563 -2.324 2.246 0.267 0.264 0.277
H -6.999 1.053 -0.047 -0.025 0.365 -0.183
H 1.972 -5.724 -1.209 0.017 0.396 -0.069
P 1.652 -0.818 -0.107 2.029 -0.510 -0.093
H 0.156 1.200 2.024 0.090 0.307 -0.317
Pm -1.216 -0.601 -0.347 -0.263 -0.909 -0.955
H -6.653 2.119 -1.451 0.048 -0.107 0.252
C 2.300 -1.362 1.530 -0.191 -0.002 0.573
C 5.038 1.830 -1.867 -0.697 -0.393 0.377
C 5.334 0.531 -1.413 -0.543 0.455 -0.046
H 2.353 -3.752 0.298 -0.412 -0.012 -0.268
H -4.293 -0.566 -0.434 -0.213 0.310 -0.198
H 4.042 -0.076 1.608 -0.153 -0.115 0.215
N -5.005 1.451 -0.338 1.622 -0.022 -0.748
C 3.451 -0.820 2.140 -0.193 -0.160 -0.315
C 1.443 -4.489 -2.896 -0.226 0.452 -0.041
S -2.330 1.778 -0.649 -0.344 0.444 0.464
H 5.825 2.474 -2.252 -0.150 -0.177 0.028
H -2.358 2.825 2.220 0.018 0.209 -0.209
C 4.316 -0.275 -0.888 0.296 -0.103 -0.191
H 4.785 -0.869 3.844 -0.268 -0.003 -0.233
H 0.961 -3.036 -4.438 0.214 -0.081 0.114
H -4.160 0.357 -1.984 -0.316 -0.136 0.410
H -3.098 4.447 2.276 0.395 -0.323 -0.160
H -6.612 2.758 0.203 0.014 -0.312 -0.243
C 3.717 2.308 -1.792 0.330 -0.235 0.122
C 1.955 -3.614 -0.710 -0.161 0.234 -0.083
C 1.672 -2.318 -1.186 0.308 0.101 0.011
C 3.003 0.203 -0.798 -0.434 0.944 -0.289
H 3.493 3.319 -2.129 0.012 -0.264 0.050
H 4.563 -1.287 -0.551 -0.126 0.328 -0.110
H -5.927 3.387 1.827 0.016 0.236 -0.071
H 1.391 -3.475 4.050 0.012 -0.052 0.016
C 1.412 -2.094 -2.555 -0.515 -0.302 0.281
C 1.796 -4.705 -1.560 0.154 0.141 -0.395
H -2.094 3.998 0.867 0.028 -0.044 0.366
C -3.921 2.182 0.021 -1.364 -0.377 1.238
Cl -2.131 -1.930 -2.313 0.366 0.606 0.974
H -5.742 -0.203 -1.393 0.158 0.010 0.114
```
Positions in Å, forces in eV/Å.

HOMO-LUMO gap (alpha / beta) = 0.248 / 0.257 Eh
total energy = -76488.65974 eV
⟨S²⟩ = 6.0079
2S+1 = 5
net charge = +2